# 1
34
Properties=species:S:1:pos:R:3:lowdin_charge:R:1 method="wB97M-V/def2-TZVPD" fmax_ev_per_a=1.87 charge=-1 relative_energy_ev=0.000 e_lumo_ha=0.0694 energy_ha=-2757.08223 homo_ev=-4.62
C -1.1492 2.0088 2.5713 -0.28
H -0.4656 2.8064 2.9040 0.13
C 2.3271 0.6648 -0.4029 -0.43
H -1.1192 1.1752 3.2904 0.09
C 1.1137 -2.1787 -0.8287 -0.55
C 2.3408 0.7739 -1.9527 -0.14
H 2.8430 1.7127 -2.2245 0.11
C -0.8253 -1.6826 0.6665 -0.54
Cl -1.4435 -1.1085 2.1625 0.84
O -0.7039 1.5425 1.2773 -0.09
H -3.1784 1.7208 1.9344 0.07
Cl 0.9161 -3.7780 -2.9928 0.70
O 3.3133 0.7030 0.2954 0.07
H 0.6223 -0.1553 -2.9616 0.10
Cl 2.8010 -2.1599 -1.1133 0.83
C -1.6266 -2.4548 -0.1235 -0.62
C 0.0072 0.9123 -1.1507 -0.15
O -1.7487 -4.1507 -1.8082 0.01
O 1.2260 1.0563 2.3554 0.10
C 0.3076 -2.9396 -1.6255 -0.62
C 0.8963 0.5090 -0.0081 -0.14
C -1.0992 -3.2547 -1.2621 -0.45
H 0.6997 1.6248 -3.0682 0.10
C 0.8830 0.7618 -2.4147 -0.18
O 1.4278 -1.7312 1.5118 0.00
C 0.6903 -1.6222 0.5184 -0.51
C -2.5517 2.5038 2.3756 -0.08
H -0.2244 1.9889 -1.0643 0.12
H -2.5575 3.3784 1.7146 0.08
C 0.5459 1.0189 1.3476 -0.51
Cl -3.2726 -2.7465 0.2668 0.70
H -0.9499 0.3654 -1.1667 0.11
H -2.9651 2.7898 3.3468 0.07
H 2.9197 -0.0549 -2.3703 0.06


# 2
17
Properties=species:S:1:pos:R:3:lowdin_charge:R:1 method="wB97M-V/def2-TZVPD" fmax_ev_per_a=5.72 charge=+1 relative_energy_ev=1.131 e_lumo_ha=-0.1846 energy_ha=-623.25379 homo_ev=-14.14
O -1.8146 -2.8823 0.6284 0.16
H -1.6465 -0.0983 1.5674 0.05
C -1.8728 -0.4765 0.6098 -0.44
H 0.9703 -0.1106 -1.7979 0.17
H 0.4705 0.7918 1.7057 0.08
H 1.2731 -0.7265 -0.0562 0.13
C -0.3694 -1.7243 -0.9224 -0.08
H -0.7735 2.0086 1.2556 0.12
C 0.1219 1.4297 0.9893 0.00
H 0.2124 -2.6783 -0.8833 0.15
N -0.3096 0.6175 -0.1776 -0.12
C -1.4306 -1.8526 0.1540 -0.49
I -3.6500 0.3326 -0.1986 1.03
H -1.0351 1.0615 -0.8384 0.13
H -1.0354 -1.6840 -1.8797 0.17
H 0.8100 2.0239 0.4440 0.10
C 0.5032 -0.4396 -0.7775 -0.15


# 3
85
Properties=species:S:1:pos:R:3:lowdin_charge:R:1 method="wB97M-V/def2-TZVPD" fmax_ev_per_a=10.45 charge=+1 e_lumo_ha=-0.1921 energy_ha=-1635.37692 homo_ev=-10.99
C -4.1549 3.0818 1.4178 -0.19
H 4.5229 -3.0337 5.6361 0.08
C -0.4948 3.0379 -5.7253 -0.18
H -2.5426 -1.9851 2.5410 0.16
H -2.1480 -4.1786 0.3173 0.12
O 0.6780 -2.7431 -3.8126 -0.17
N -1.6376 -1.5388 2.8055 0.21
H 1.1546 -0.6197 -2.0537 0.08
H -1.2462 -2.0171 -3.5297 0.11
H 2.8669 2.3891 7.7259 0.12
B -0.4783 -3.0988 0.0835 -0.43
C -4.4085 4.4441 2.0256 -0.20
H -1.6744 -0.8015 3.5723 0.17
C -0.9187 -2.7392 -5.5610 -0.17
H 2.7929 -0.6435 7.8682 0.11
H 4.2272 0.5125 5.7559 0.12
O -3.3780 5.3151 1.5392 -0.13
C 1.3927 0.3656 6.5862 -0.22
N -0.1285 -1.7686 0.7239 0.04
C 0.3515 -3.3683 -6.0725 -0.17
H -4.6261 3.0199 0.4298 0.12
H -2.4482 4.6767 -0.1763 0.12
H -1.3789 4.8448 1.2339 0.12
H 0.5914 1.1027 6.7041 0.12
H -1.1730 -0.8474 -1.0722 0.15
C -2.6554 3.0771 1.2685 -0.21
H 1.9373 0.8331 -1.8774 0.10
N 0.8023 -1.8660 3.1366 0.02
C 3.4613 1.2576 5.9969 -0.20
H -1.2618 1.1387 -5.0224 0.11
H 0.6027 -3.0813 -7.0967 0.12
H 1.7746 -3.4332 -0.2380 0.09
H -1.9616 2.6918 -7.2481 0.12
C 2.0220 -3.1106 5.0069 -0.05
H 0.9428 -0.6067 6.3659 0.09
H -1.8272 -3.2389 -5.9065 0.12
N 1.8091 -0.1633 0.3657 0.03
C 0.6091 0.4053 -0.3613 -0.55
H 0.9286 2.0925 -7.9820 0.12
C -0.0635 1.7665 -7.6521 -0.20
C 2.2877 0.3276 7.8057 -0.17
H -0.9645 -1.6894 -5.8737 0.11
O -1.8521 -3.4760 -0.3413 0.03
H 0.2325 -3.9530 3.7680 0.14
H -1.0870 -3.7821 -3.6700 0.12
H 0.2666 -4.4608 -6.0330 0.12
H 0.4238 1.4476 -4.5495 0.10
H 0.4614 3.5679 -5.6408 0.12
H -2.1875 2.8342 2.2300 0.11
H -4.5384 2.2627 2.0315 0.11
H -0.2558 -2.4456 4.9475 0.12
H 2.5188 -0.5772 -0.2772 0.09
H -0.5407 1.2190 -8.4700 0.12
C 1.3703 -2.8932 -5.0598 -0.20
H -4.3316 4.4128 3.1176 0.12
H 3.7252 2.1998 5.5087 0.12
C -2.3689 4.5175 0.9046 -0.20
C 3.3530 -3.2243 5.5107 0.07
C -0.7322 -2.8229 -4.0617 -0.21
H 0.3152 1.6232 1.2652 0.09
H -5.3889 4.8474 1.7563 0.12
C -0.8955 2.9366 -7.1744 -0.18
H 1.7769 -1.9142 -5.3358 0.12
H 1.2073 2.3625 0.0295 0.09
C -0.4172 -1.7297 2.2070 -0.14
H 0.7524 -4.6797 -1.2182 0.09
C 0.8128 -4.1379 -0.1781 -0.02
C 0.5645 -2.8995 4.2153 -0.21
H 2.2005 -3.5944 -4.9387 0.12
C 3.2929 1.4058 7.4932 -0.17
O 2.2101 0.7804 5.4830 -0.17
H 4.2333 1.3019 8.0403 0.12
H 1.0009 -4.8559 0.7335 0.08
H -1.2288 3.5542 -5.1014 0.12
H -2.2903 2.3679 0.5213 0.08
H 2.2221 0.5017 1.0556 0.08
H 1.0773 -0.9356 3.5240 0.13
C -0.3144 1.5848 -5.3444 -0.22
H 1.7436 0.4907 8.7395 0.12
N 0.9625 0.4068 -1.8473 0.06
H -1.5352 0.0023 0.5906 0.14
H -0.7142 3.8505 -7.7458 0.12
C -0.6972 -0.5834 -0.0234 -0.05
N 0.3528 1.7852 0.2138 0.05
O 0.1140 0.8951 -6.5268 -0.16